Entry 1:
The following is a DFT calculation (ωB97M-V/def2-TZVPD) of C8H12N4O in the gas phase at a distorted geometry.

CARTESIAN COORDINATES (ANGSTROEM)
C (0.467, 1.473, -2.755)
C (-0.717, -0.399, -3.243)
C (0.754, 0.963, -1.490)
C (-0.627, -0.978, -1.863)
C (0.817, -0.417, 0.491)
C (0.263, -1.110, 2.809)
C (-1.373, 0.225, 1.459)
C (-0.284, -0.863, 1.458)
N (-0.281, 0.749, -3.609)
N (1.566, 1.469, -0.519)
N (1.341, 0.879, 0.786)
N (0.269, -0.244, -1.071)
O (-1.267, -1.936, -1.388)
H (0.814, 2.451, -3.027)
H (-1.329, -1.041, -3.887)
H (1.776, -1.051, 0.413)
H (0.879, -0.219, 2.991)
H (0.840, -1.934, 2.783)
H (-0.649, -1.160, 3.470)
H (-0.845, 1.035, 1.986)
H (-2.210, -0.204, 2.104)
H (-1.722, 0.258, 0.495)
H (-0.663, -1.783, 0.903)
H (1.660, 2.462, -0.596)
H (0.522, 1.375, 1.300)

The multiplicity is 3. As for the expectation value of S²: 2.012. For the energy above the lowest of the compared OMol25 structures with the same formula, charge and spin, the calculation gives 0.00 kcal per mole. The total energy is -606.11085 a.u. Its highest occupied orbital energy (alpha / beta) is -5.2 / -9.0 eV.

---

Entry 2:
The following is a DFT calculation (ωB97M-V/def2-TZVPD) of a molecular structure, C45H48InO2P2SbSe4 at a distorted geometry.

CARTESIAN COORDINATES (ANGSTROEM)
In (0.398, -0.197, -0.023)
C (0.264, 3.717, -1.000)
C (1.540, 2.918, -0.685)
C (1.785, 2.995, 0.644)
C (0.758, 3.822, 1.297)
C (-0.143, 4.222, 0.386)
C (-1.375, 5.026, 0.662)
C (0.875, 4.231, 2.728)
C (2.954, 2.427, 1.378)
C (2.583, 2.507, -1.692)
C (-2.069, 3.783, -2.143)
H (-1.429, 5.922, 0.037)
H (-1.397, 5.339, 1.704)
H (-2.279, 4.439, 0.481)
H (1.701, 4.941, 2.834)
H (1.112, 3.385, 3.374)
H (-0.031, 4.706, 3.099)
H (2.667, 1.516, 1.912)
H (3.314, 3.125, 2.135)
H (3.772, 2.183, 0.701)
H (3.367, 3.269, -1.735)
H (2.185, 2.393, -2.696)
H (3.046, 1.570, -1.394)
H (-2.047, 4.774, -1.706)
H (-3.023, 3.322, -1.879)
H (-2.043, 3.902, -3.224)
C (-2.910, -1.350, -2.398)
C (-3.509, -1.335, -0.991)
P (-2.221, -1.465, 0.334)
C (-2.225, -3.244, 0.751)
C (-1.020, -3.915, 0.937)
C (-1.010, -5.265, 1.265)
C (-2.203, -5.954, 1.406)
C (-3.411, -5.286, 1.247)
C (-3.422, -3.938, 0.930)
C (-3.149, -0.716, 1.713)
C (-3.284, -1.330, 2.955)
C (-4.038, -0.725, 3.951)
C (-4.659, 0.493, 3.717)
C (-4.480, 1.139, 2.498)
C (-3.713, 0.544, 1.510)
C (-2.317, 0.011, -2.798)
P (-0.520, 0.279, -2.503)
C (0.332, -0.572, -3.851)
C (1.729, -0.562, -3.842)
C (2.438, -1.248, -4.815)
C (1.761, -1.955, -5.801)
C (0.374, -1.981, -5.805)
C (-0.341, -1.300, -4.828)
C (-0.403, 2.047, -2.804)
C (-0.887, 2.903, -1.662)
C (0.690, 4.872, -1.863)
C (0.741, 4.926, -3.223)
C (0.488, 3.909, -4.177)
C (0.111, 2.568, -3.956)
H (-3.701, -1.605, -3.107)
H (-2.151, -2.134, -2.471)
H (-4.214, -2.157, -0.872)
H (-4.059, -0.407, -0.830)
H (-0.088, -3.377, 0.849)
H (-0.066, -5.773, 1.421)
H (-2.196, -7.007, 1.657)
H (-4.346, -5.815, 1.382)
H (-4.371, -3.420, 0.855)
H (-2.786, -2.268, 3.159)
H (-4.121, -1.200, 4.917)
H (-5.253, 0.954, 4.495)
H (-4.918, 2.115, 2.330)
H (-3.552, 1.069, 0.573)
H (-2.825, 0.821, -2.268)
H (-2.452, 0.211, -3.863)
H (2.255, -0.034, -3.056)
H (3.520, -1.246, -4.789)
H (2.313, -2.485, -6.565)
H (-0.157, -2.543, -6.562)
H (-1.422, -1.350, -4.840)
H (-1.263, 2.240, -0.868)
H (1.017, 5.752, -1.318)
H (1.086, 5.864, -3.644)
H (0.718, 4.170, -5.204)
H (0.290, 1.883, -4.779)
C (0.853, -4.237, -2.413)
C (1.196, -3.055, -1.546)
O (0.288, -2.247, -1.301)
C (2.537, -2.910, -1.016)
C (3.374, -4.037, -0.895)
C (4.608, -3.952, -0.305)
C (5.051, -2.711, 0.175)
C (4.278, -1.586, 0.036)
C (3.009, -1.640, -0.579)
O (2.353, -0.525, -0.790)
H (-0.128, -4.078, -2.855)
H (0.818, -5.148, -1.811)
H (1.599, -4.369, -3.196)
H (3.019, -5.000, -1.242)
H (5.227, -4.832, -0.196)
H (6.012, -2.640, 0.668)
H (4.612, -0.623, 0.399)
Se (-1.156, 2.481, 4.065)
Sb (0.359, 0.600, 4.552)
Se (2.512, 1.504, 5.210)
Se (-0.637, -1.073, 6.001)
Se (0.835, -0.794, 2.338)

For the energy above the lowest of the compared OMol25 structures with the same formula, charge and spin, the calculation gives 31.91 kcal per mole. The total energy is -12612.85051 a.u. Its highest occupied orbital energy (alpha / beta) is -6.8 / -6.8 eV.

---

Entry 3:
The following is a DFT calculation (ωB97M-V/def2-TZVPD) of a molecular structure, C2H3NOS at a distorted geometry.

CARTESIAN COORDINATES (ANGSTROEM)
C (-0.590, -1.165, -0.578)
C (0.720, 1.105, 0.674)
H (-1.423, -2.032, -0.846)
H (-0.239, -1.317, 0.363)
H (0.954, 2.143, 0.790)
N (-0.545, -0.231, -1.437)
O (0.541, 0.557, 1.873)
S (0.581, 0.940, -0.841)

For the energy above the lowest of the compared OMol25 structures with the same formula, charge and spin, the calculation gives 81.02 kcal per mole. The total energy is -606.05825 a.u. Its highest occupied orbital energy is -9.8 eV.

---

Entry 4:
The following is a DFT calculation (ωB97M-V/def2-TZVPD) of a molecular structure, C50H39AsN7O4S2Tl at a distorted geometry.

CARTESIAN COORDINATES (ANGSTROEM)
Tl (-0.920, 0.314, 0.500)
C (-0.003, 2.734, -2.799)
C (-0.533, 3.294, -1.565)
N (-1.766, 3.699, -1.410)
N (-2.527, 3.464, -2.538)
C (-3.771, 3.910, -2.616)
N (-4.618, 3.235, -3.408)
S (-4.210, 5.396, -1.945)
C (0.424, 3.617, -0.401)
C (1.467, 4.485, -0.494)
C (2.047, 5.064, 0.660)
C (1.546, 4.654, 1.887)
C (0.614, 3.639, 1.896)
N (0.066, 3.113, 0.803)
H (-0.301, 3.200, -3.745)
H (-0.313, 1.686, -2.883)
H (1.059, 2.744, -2.703)
H (-2.360, 2.590, -2.989)
H (-4.317, 2.332, -3.858)
H (-5.525, 3.562, -3.350)
H (1.821, 4.865, -1.500)
H (2.820, 5.887, 0.552)
H (1.842, 4.965, 2.841)
H (0.172, 3.358, 2.826)
N (-7.580, -3.092, 8.219)
C (-6.705, -2.756, 7.570)
C (-5.823, -2.243, 6.577)
C (-5.809, -2.869, 5.301)
C (-4.973, -2.380, 4.317)
C (-4.150, -1.252, 4.565)
C (-4.222, -0.622, 5.802)
C (-5.007, -1.126, 6.827)
C (-3.199, -0.702, 3.558)
C (-2.137, -1.612, 3.290)
C (-1.928, -2.885, 3.932)
C (-0.835, -3.457, 3.294)
C (-0.570, -2.640, 2.255)
N (-1.262, -1.520, 2.210)
C (-3.373, 0.600, 3.161)
C (-4.549, 1.448, 3.406)
C (-4.359, 2.622, 2.642)
C (-3.121, 2.437, 2.016)
N (-2.521, 1.265, 2.249)
H (-6.461, -3.696, 5.083)
H (-4.892, -2.881, 3.325)
H (-3.569, 0.289, 5.939)
H (-5.038, -0.674, 7.851)
H (-2.378, -3.325, 4.802)
H (-0.469, -4.478, 3.468)
H (0.302, -2.802, 1.614)
H (-5.308, 1.335, 4.134)
H (-5.054, 3.482, 2.593)
H (-2.671, 3.110, 1.351)
S (1.517, 0.696, 2.165)
C (3.033, 1.413, 1.756)
C (3.654, 2.194, 2.748)
C (4.869, 2.808, 2.523)
C (5.528, 2.649, 1.352)
C (4.990, 1.781, 0.404)
C (3.772, 1.123, 0.632)
As (2.870, -0.051, -0.595)
C (3.187, -1.725, 0.343)
C (3.847, -1.770, 1.556)
C (4.079, -2.973, 2.134)
C (3.600, -4.141, 1.552)
C (3.032, -4.100, 0.273)
C (2.753, -2.874, -0.303)
C (4.389, -0.194, -1.892)
C (4.083, 0.093, -3.237)
C (5.086, -0.170, -4.230)
C (6.363, -0.511, -3.853)
C (6.617, -0.824, -2.505)
C (5.604, -0.715, -1.575)
H (3.159, 2.329, 3.686)
H (5.307, 3.474, 3.326)
H (6.509, 3.171, 1.200)
H (5.605, 1.476, -0.394)
H (4.125, -0.889, 2.086)
H (4.624, -3.096, 3.092)
H (3.664, -5.184, 1.998)
H (2.799, -5.043, -0.291)
H (2.384, -2.666, -1.300)
H (3.098, 0.489, -3.572)
H (4.942, 0.003, -5.232)
H (7.168, -0.681, -4.604)
H (7.706, -0.932, -2.193)
H (5.832, -0.868, -0.501)
O (-1.595, 1.210, -5.747)
C (-2.108, 0.605, -4.820)
O (-2.788, 1.063, -3.849)
C (-1.867, -0.918, -4.952)
C (-1.979, -1.734, -3.822)
C (-1.833, -3.160, -3.922)
C (-1.443, -3.584, -5.171)
O (-1.055, -4.874, -5.570)
C (-0.501, -4.706, -6.835)
O (-0.889, -3.475, -7.365)
C (-1.352, -2.768, -6.274)
C (-1.512, -1.446, -6.211)
H (-2.395, -1.267, -2.922)
H (-1.806, -3.851, -3.095)
H (-0.919, -5.436, -7.474)
H (0.590, -4.697, -6.693)
H (-1.394, -0.635, -6.934)

For the energy above the lowest of the compared OMol25 structures with the same formula, charge and spin, the calculation gives 54.05 kcal per mole. The total energy is -5817.62476 a.u. The net charge is -2. Its highest occupied orbital energy is -2.5 eV.

---

Entry 5:
The following is a DFT calculation (ωB97M-V/def2-TZVPD) of 2 unconnected molecules or ions with the total composition CBrFNO2 at a distorted geometry.

CARTESIAN COORDINATES (ANGSTROEM)
C (-0.985, -0.162, 0.230)
N (0.161, 0.414, -0.378)
O (-0.500, -0.182, 1.404)
O (-2.079, -0.442, -0.206)
F (0.989, -0.622, -0.748)
Br (2.941, 3.284, -0.370)

For the energy above the lowest of the compared OMol25 structures with the same formula, charge and spin, the calculation gives 49.43 kcal per mole. The total energy is -2917.13136 a.u. The net charge is -1. Its highest occupied orbital energy (alpha / beta) is -6.2 / -3.8 eV.

---

Entry 6:
The following is a DFT calculation (ωB97M-V/def2-TZVPD) of 6 unconnected molecules or ions with the total composition C24H34F2NO19S at a distorted geometry.

CARTESIAN COORDINATES (ANGSTROEM)
O (0.555, 4.449, 0.664)
C (0.875, 3.224, 0.218)
F (1.442, 3.096, -1.147)
C (0.660, 1.938, 1.263)
C (0.566, 0.544, 0.398)
N (0.971, -0.704, 0.826)
S (1.644, -1.267, 2.336)
O (2.966, -2.104, 2.125)
O (1.782, -0.182, 3.435)
F (0.497, -2.427, 2.968)
C (0.827, -1.866, -0.176)
C (0.593, -1.196, -1.682)
C (-0.001, 0.259, -1.113)
C (-1.631, -0.093, -0.981)
C (-2.563, 1.238, -0.785)
C (-3.021, 1.559, 0.754)
O (-2.968, 0.419, 1.680)
H (1.561, 1.994, 2.010)
H (-0.388, 2.104, 1.758)
H (0.100, -2.739, 0.126)
H (1.908, -2.350, -0.329)
H (1.540, -1.176, -2.369)
H (-0.160, -1.852, -2.328)
H (0.081, 1.078, -1.945)
H (-1.813, -0.955, -0.211)
H (-1.918, -0.545, -2.047)
H (-1.900, 2.167, -1.135)
H (-3.466, 1.198, -1.539)
H (-2.467, 2.500, 1.235)
H (-4.167, 1.888, 0.700)
H (-3.636, -0.301, 1.398)
C (5.913, -0.392, 3.382)
C (5.705, 0.364, 4.654)
O (6.052, 1.690, 4.305)
C (5.890, 1.800, 2.953)
O (5.937, 2.851, 2.337)
O (5.668, 0.580, 2.383)
H (5.222, -1.234, 3.281)
H (6.939, -0.759, 3.276)
H (4.662, 0.346, 4.986)
H (6.342, -0.003, 5.464)
C (5.315, -5.135, 2.098)
C (4.075, -5.108, 2.932)
O (3.484, -6.368, 2.678)
C (4.486, -7.202, 2.274)
O (4.365, -8.408, 2.134)
O (5.642, -6.511, 2.047)
H (6.130, -4.560, 2.545)
H (5.142, -4.775, 1.079)
H (4.292, -5.028, 4.002)
H (3.399, -4.297, 2.645)
C (4.413, 4.962, -0.688)
C (4.205, 5.718, 0.584)
O (4.552, 7.044, 0.234)
C (4.390, 7.154, -1.117)
O (4.437, 8.205, -1.733)
O (4.168, 5.934, -1.688)
H (3.722, 4.120, -0.790)
H (5.439, 4.596, -0.795)
H (3.162, 5.700, 0.915)
H (4.842, 5.351, 1.394)
C (-5.120, 1.248, -5.219)
C (-6.414, 1.602, -4.561)
O (-6.400, 0.826, -3.377)
C (-5.092, 0.556, -3.095)
O (-4.702, 0.053, -2.055)
O (-4.279, 0.923, -4.128)
H (-4.705, 2.079, -5.795)
H (-5.208, 0.372, -5.870)
H (-6.469, 2.661, -4.289)
H (-7.279, 1.349, -5.180)
C (-8.808, -2.586, -1.429)
C (-7.345, -2.338, -1.609)
O (-6.962, -3.324, -2.549)
C (-8.086, -3.668, -3.244)
O (-8.090, -4.366, -4.244)
O (-9.203, -3.127, -2.675)
H (-9.361, -1.668, -1.212)
H (-9.014, -3.320, -0.643)
H (-7.137, -1.349, -2.030)
H (-6.786, -2.453, -0.677)

The total energy is -3016.58843 a.u. The net charge is +1. Its highest occupied orbital energy is -12.3 eV.